Entry 1:
A molecular structure, C20H18F6MgN8O6S2 at a distorted geometry. Source: the Open Molecules 2025 dataset; level of theory: ωB97M-V/def2-TZVPD.

Computed properties:
E = -3258.06465 a.u.
energy above the lowest of the compared OMol25 structures with the same formula, charge and spin = 0.0 kcal/mol
gap between HOMO and LUMO = 5.461 eV
highest occupied orbital energy = -6.46 eV

Geometry (Å):
S  -1.7437  2.2956  1.1707
S  -3.0753  1.5064  -1.1060
Mg  -0.1067  0.1681  -0.7462
F  -4.4930  1.9290  -3.3190
F  -3.2718  3.6148  -2.6857
F  -5.1434  3.1507  -1.6063
F  -1.3580  4.8625  1.4305
F  0.4413  3.6005  1.8541
F  -0.2606  3.8965  -0.2488
O  -1.8867  1.0132  -1.7736
O  -2.3513  2.4145  2.4826
O  2.5062  -2.0772  -2.0044
O  -0.9755  1.1023  0.8664
O  -2.6484  -1.8273  -0.7664
O  -3.9530  0.4167  -0.7284
N  -1.3542  -1.5735  -1.2520
N  1.2996  -1.8244  -1.7751
N  1.8181  0.7462  0.2964
N  0.4708  -1.0096  1.2500
N  1.3139  1.2102  -2.1382
N  -2.7382  2.5463  -0.0225
N  -0.3462  -2.3503  2.9795
N  2.0763  0.5823  1.5958
C  2.7162  3.1740  -3.5991
C  -0.9019  -2.6742  -1.8026
C  2.4576  1.7884  -1.6782
C  2.1289  -0.3789  5.8065
C  -1.9017  -3.7619  -2.1185
C  0.8862  1.6172  -3.3467
C  1.3364  -0.3908  2.0936
C  -0.6284  3.7796  1.0565
C  -0.3040  -1.9367  1.7218
C  -4.0959  2.6501  -2.2682
C  1.5276  2.5945  -4.0682
C  1.0439  -1.1609  6.2615
C  1.4055  -0.7733  3.4910
C  2.6982  1.5038  -0.2746
C  3.2478  2.6920  -2.4069
C  2.3264  -0.2352  4.4520
C  0.4527  -1.6921  3.9631
C  0.2603  -1.8920  5.3416
C  0.4541  -2.8437  -2.0712
C  0.9278  -4.1596  -2.5459
H  -1.0623  -2.3323  1.0521
H  0.4936  -4.3988  -3.5228
H  -2.2428  -4.2046  -1.1759
H  0.8117  -1.2468  7.3260
H  -0.9735  -3.0903  3.3222
H  2.0308  -4.1285  -2.6101
H  -3.1144  -0.9749  -0.5862
H  0.6492  -4.9547  -1.8829
H  -0.0544  1.1564  -3.6685
H  -0.5755  -2.5285  5.6728
H  4.1925  3.1119  -1.9880
H  1.0802  2.9342  -5.0079
H  -2.7603  -3.3059  -2.6292
H  2.7361  0.1152  6.5155
H  -1.5035  -4.5411  -2.7709
H  3.2094  3.9802  -4.1396
H  3.1614  0.4029  4.1573
H  3.6638  1.7116  0.1753

=====

Entry 2:
A gas-phase ion, C5H11N2O (charge +1) at a distorted geometry. Source: the Open Molecules 2025 dataset; level of theory: ωB97M-V/def2-TZVPD.

Computed properties:
E = -381.47687 a.u.
energy above the lowest of the compared OMol25 structures with the same formula, charge and spin = 39.3 kcal/mol
spin multiplicity = 3
gap between HOMO and LUMO (spin up / spin down) = 7.774 / 11.762 eV
highest occupied orbital energy (spin up / spin down) = -11.91 / -16.40 eV
charge = +1

Geometry (Å):
O  3.2635  -1.2217  0.4844
N  -0.1172  0.8093  0.3722
N  2.4693  -0.6298  -0.1397
C  1.0382  1.3398  -0.3616
C  -0.3974  -1.0104  -1.1321
C  -0.7365  -0.2561  0.0712
C  -1.6710  -0.8791  1.0164
C  2.3427  0.8015  0.1873
H  3.1012  1.2884  -0.4451
H  -1.2418  -0.9065  -1.7413
H  -2.5212  -0.2366  1.2669
H  0.9823  2.4723  -0.1586
H  -2.0699  -1.7850  0.7151
H  -0.3584  1.2563  1.2772
H  0.9675  1.1024  -1.3996
H  2.5759  1.0256  1.2737
H  0.4659  -0.4958  -1.4983
H  -0.1708  -2.0999  -1.0516
H  -1.0236  -1.0251  1.9256

=====

Entry 3:
A molecular structure, C53H40ClHfN4O3PS at a distorted geometry. Source: the Open Molecules 2025 dataset; level of theory: ωB97M-V/def2-TZVPD.

Computed properties:
E = -3735.68928 a.u.
energy above the lowest of the compared OMol25 structures with the same formula, charge and spin = 32.2 kcal/mol
gap between HOMO and LUMO (spin up / spin down) = 3.713 / 3.713 eV
highest occupied orbital energy (spin up / spin down) = -11.90 / -11.90 eV
charge = +2

Geometry (Å):
Hf  -24.9007  6.6636  6.0986
Cl  -21.6477  13.0522  10.0792
S  -23.7303  2.8928  11.1408
P  -24.9022  -0.4931  3.1039
O  -25.9550  5.2444  7.1222
O  -23.7071  8.4365  5.7502
O  -23.8947  7.5190  7.7983
N  -23.3213  5.3135  5.4847
N  -25.3531  6.5216  4.0069
N  -26.9393  7.8879  6.4886
N  -19.0858  5.8691  -2.5396
C  -21.3294  7.1739  -0.1640
C  -21.0925  5.7453  4.8564
C  -22.4758  4.9295  6.4610
C  -24.3711  6.4581  2.9324
C  -23.3956  8.4377  7.0004
C  -22.0506  4.8840  10.6398
C  -21.8405  11.6789  9.1236
C  -30.0732  5.7304  6.4259
C  -26.9328  3.7846  13.5074
C  -27.2428  5.0995  13.1527
C  -19.7956  5.9752  -1.6125
C  -28.0001  2.5941  1.7934
C  -26.3189  -1.7082  6.6689
C  -20.4941  6.1054  -0.3927
C  -25.9237  -1.6318  5.3406
C  -21.1537  5.1684  6.1427
C  -22.9637  6.1406  3.1292
C  -26.3924  7.2041  2.0853
C  -22.5609  9.5051  7.6138
C  -21.7302  3.8058  12.7931
C  -22.4107  10.7263  6.9744
C  -25.8019  3.2075  12.9525
C  -20.4378  5.0100  0.4867
C  -26.4399  5.7561  12.2384
C  -24.5325  0.3296  5.8297
C  -21.1803  5.0906  1.6515
C  -25.0535  3.8093  11.9420
C  -26.3185  0.5796  2.6937
C  -22.0782  6.1293  1.8964
C  -22.0313  11.8113  7.7612
C  -22.3974  3.8866  11.5539
C  -27.8256  2.4347  3.1701
C  -29.5643  4.5819  6.9944
C  -27.8434  6.6960  6.6227
C  -20.9453  5.6932  10.8925
C  -27.4975  1.6513  0.8792
C  -20.6294  4.6740  13.0297
C  -22.1457  7.1992  0.9718
C  -25.0526  6.8629  1.7697
C  -29.2154  6.8106  6.2871
C  -21.8694  10.4070  9.7506
C  -27.2989  5.4719  7.0527
C  -25.1126  -0.5783  4.8495
C  -26.7805  0.5523  1.3297
C  -20.2117  5.5560  12.0377
C  -26.9283  1.4946  3.6276
C  -25.8283  -0.7236  7.5980
C  -28.2392  4.4444  7.3266
C  -24.8741  0.2399  7.1867
C  -25.3106  5.1515  11.6583
C  -22.1836  9.3154  8.9599
C  -26.5015  7.0028  3.4548
C  -22.4651  5.7893  4.4154
H  -29.5537  7.7931  5.9234
H  -26.3030  -2.3848  4.6173
H  -20.0843  4.5634  13.9452
H  -21.7601  10.3705  10.8475
H  -19.7400  4.2432  0.2748
H  -21.4623  7.9612  -0.8611
H  -22.0982  8.3379  9.4199
H  -30.2256  3.7629  7.3178
H  -20.2945  5.0004  6.8853
H  -24.6129  5.6782  10.9942
H  -27.3549  8.5029  5.7731
H  -22.9109  4.4630  7.3355
H  -28.1078  5.6289  13.5577
H  -25.5247  2.1950  13.2001
H  -23.9187  1.1638  5.4265
H  -26.7594  6.7313  11.8845
H  -24.5100  1.0297  7.8357
H  -22.5559  10.7861  5.9128
H  -24.6197  6.8464  0.7742
H  -20.2923  6.1472  4.2812
H  -28.4792  3.4758  1.3913
H  -21.9502  2.9583  13.4493
H  -19.3484  6.1551  12.2108
H  -27.3837  6.9859  4.0799
H  -26.4889  -0.2551  0.6533
H  -26.6716  1.4020  4.6816
H  -26.9063  8.4764  7.3416
H  -31.0767  5.7652  5.9797
H  -27.0616  -2.4143  6.9681
H  -21.9754  12.7982  7.2550
H  -21.1946  4.2816  2.3419
H  -27.5321  3.2532  14.2140
H  -27.7826  3.4413  7.4515
H  -20.7125  6.4338  10.0957
H  -28.3370  3.0643  3.8013
H  -27.7370  1.7041  -0.1876
H  -26.1792  -0.7435  8.6320
H  -27.0808  7.6602  1.3944
H  -22.7148  8.1238  1.1693
H  -22.6313  5.0419  9.7386

=====

Which formula does entry 1 have?
C20H18F6MgN8O6S2